(1)
62
Properties=species:S:1:pos:R:3:nbo_charge:R:1 method="wB97M-V/def2-TZVPD" orbital_gap_ev="5.4 / 5.3" multiplicity=2 e_lumo_ev="4.1863 / 4.1875" charge=-2 s_squared=0.757
Os 1.96 -0.87 0.29 0.3246
S 4.57 3.12 -1.12 -0.8256
As 4.53 1.07 -0.58 0.9528
S 3.05 -0.17 -1.71 -0.5664
S 3.27 0.67 1.29 -0.2893
S 6.40 0.14 -0.35 -0.7774
O 0.80 -2.47 -0.60 -0.5960
N 1.05 -3.66 -0.06 -0.0005
C 0.07 -4.58 -0.13 0.0401
C 0.26 -5.87 0.30 -0.3039
C 1.51 -6.21 0.83 -0.1941
C 2.49 -5.26 0.92 -0.2298
C 2.27 -3.92 0.50 0.0085
S 3.44 -2.70 0.64 0.0570
H -0.85 -4.21 -0.55 0.2235
H -0.55 -6.58 0.23 0.2100
H 1.70 -7.22 1.18 0.2031
H 3.45 -5.48 1.35 0.2258
C -0.84 -0.01 -3.62 -1.1252
Si -1.69 -0.06 -1.95 1.3379
C -3.28 0.96 -2.00 -1.1169
C -2.17 -1.84 -1.59 -1.1275
Sb -0.04 0.81 -0.22 -0.0008
Si -1.37 1.08 1.93 1.3534
C -2.35 -0.48 2.27 -1.1332
C -0.12 1.43 3.27 -1.1324
C -2.60 2.52 1.88 -1.1211
Si 0.42 3.20 -1.03 1.4108
C 1.34 4.05 0.35 -1.1427
C -1.21 4.13 -1.31 -1.1244
C 1.31 3.16 -2.66 -1.1447
H -1.39 -0.61 -4.35 0.2195
H 0.18 -0.39 -3.54 0.2711
H -0.77 1.01 -4.01 0.2314
H -3.96 0.56 -2.76 0.2192
H -3.08 2.00 -2.22 0.2335
H -3.79 0.91 -1.03 0.2298
H -2.95 -2.16 -2.29 0.2133
H -2.53 -1.97 -0.57 0.2389
H -1.29 -2.46 -1.73 0.2628
H -1.68 -1.35 2.30 0.2850
H -3.12 -0.64 1.51 0.2176
H -2.85 -0.41 3.24 0.2230
H 0.73 0.74 3.22 0.2798
H -0.57 1.34 4.26 0.2257
H 0.28 2.44 3.16 0.2353
H -3.29 2.44 1.04 0.2261
H -2.08 3.48 1.80 0.2303
H -3.19 2.53 2.80 0.2212
H 0.73 4.10 1.25 0.2176
H 1.61 5.07 0.05 0.2302
H 2.27 3.52 0.57 0.2974
H -1.92 4.01 -0.49 0.2297
H -1.69 3.80 -2.23 0.2207
H -0.98 5.20 -1.41 0.2241
H 2.24 2.58 -2.58 0.3072
H 1.58 4.18 -2.96 0.2280
H 0.68 2.72 -3.44 0.2161
O 2.03 -1.34 3.66 -0.4532
N 1.02 -1.85 3.18 0.7254
O 0.25 -2.57 3.84 -0.5166
O 0.70 -1.63 1.96 -0.5854

=====

(2)
55
Properties=species:S:1:pos:R:3:nbo_charge:R:1 method="wB97M-V/def2-TZVPD" orbital_gap_ev="7.2 / 7.8" multiplicity=2 e_lumo_ev="-7.5350 / -6.8829" charge=+2 s_squared=0.758
Cr -0.80 -0.62 0.51 1.1223
N -0.89 -0.59 2.61 -0.7973
C -2.25 -0.09 3.00 -0.2391
C -3.26 -0.88 2.20 -0.2328
N -2.93 -0.71 0.76 -0.7772
H -0.74 -1.48 3.08 0.4023
H -0.17 0.04 2.96 0.4257
H -2.30 0.97 2.73 0.2259
H -2.42 -0.19 4.07 0.2386
H -4.28 -0.56 2.43 0.2430
H -3.19 -1.95 2.45 0.2054
H -3.26 0.21 0.47 0.4140
H -3.46 -1.37 0.19 0.4059
N 1.30 -0.42 0.50 -0.7985
C 2.33 -1.48 0.76 -0.2187
C 2.17 -2.65 -0.20 -0.4291
C 1.44 -3.86 0.39 -0.4173
C 0.15 -3.53 1.12 -0.2113
N -0.79 -2.72 0.28 -0.8159
H 1.50 -0.05 -0.42 0.4016
H 1.44 0.36 1.15 0.4332
H 2.24 -1.79 1.80 0.2001
H 3.31 -1.02 0.65 0.2268
H 3.15 -2.98 -0.54 0.2559
H 1.66 -2.30 -1.10 0.1987
H 2.10 -4.36 1.11 0.2440
H 1.24 -4.59 -0.40 0.2326
H 0.38 -2.96 2.03 0.1770
H -0.34 -4.45 1.43 0.2315
H -1.73 -3.10 0.41 0.3998
H -0.58 -2.90 -0.70 0.4125
O -1.03 1.25 0.36 -0.4502
N -0.99 1.81 -0.82 0.1805
N -0.87 0.95 -1.72 0.1983
O -0.82 -0.32 -1.40 -0.4749
C -0.82 1.32 -3.13 0.1228
C -0.79 0.30 -4.07 -0.2286
C -0.73 0.66 -5.41 -0.1844
C -0.70 1.99 -5.78 -0.1563
C -0.73 2.99 -4.81 -0.1782
C -0.79 2.66 -3.47 -0.2249
H -0.81 -0.73 -3.77 0.2376
H -0.70 -0.12 -6.16 0.2412
H -0.66 2.26 -6.82 0.2437
H -0.71 4.03 -5.10 0.2442
H -0.82 3.43 -2.71 0.2480
C 2.90 3.87 2.48 -0.6439
C 2.18 2.95 1.53 -0.0632
O 1.33 2.00 2.23 -0.7855
H 3.57 4.53 1.93 0.2430
H 3.49 3.31 3.20 0.2249
H 2.19 4.50 3.02 0.2147
H 2.89 2.34 0.97 0.1720
H 1.57 3.51 0.81 0.1744
H 0.83 2.51 2.87 0.4851

=====

(3)
55
Properties=species:S:1:pos:R:3:nbo_charge:R:1 method="wB97M-V/def2-TZVPD" orbital_gap_ev=7.6 e_lumo_ev=-9.9036 charge=+3
Ir -0.18 0.58 0.69 1.2377
C -1.88 -1.53 2.29 -0.2532
O -1.07 -0.33 2.41 -0.5560
C -0.29 -0.26 3.63 -0.1035
C 1.16 -0.49 3.26 -0.1027
O 1.50 0.41 2.18 -0.5708
C 1.95 1.73 2.54 -0.1141
C 0.74 2.64 2.57 -0.1078
O 0.08 2.55 1.28 -0.4913
C 0.60 3.50 0.30 -0.2579
H -2.66 -1.51 3.06 0.2306
H -1.26 -2.42 2.41 0.2058
H -2.34 -1.52 1.31 0.2036
H -0.64 -1.01 4.34 0.2472
H -0.47 0.71 4.06 0.2113
H 1.32 -1.49 2.87 0.2225
H 1.81 -0.34 4.12 0.2404
H 2.66 2.03 1.77 0.2265
H 2.46 1.74 3.50 0.2445
H 1.02 3.67 2.78 0.2510
H 0.00 2.32 3.29 0.2162
H 0.39 4.49 0.70 0.2361
H 0.07 3.35 -0.62 0.2295
H 1.67 3.36 0.16 0.2046
C -3.37 -1.91 -2.16 -0.4436
N -2.63 -0.92 -1.37 -0.5716
C -3.21 0.09 -0.74 0.3662
S -2.29 1.27 0.18 0.0019
N -4.52 0.25 -0.80 -0.5311
C -5.32 1.32 -0.20 -0.4201
H -2.66 -2.59 -2.62 0.2407
H -3.94 -1.43 -2.95 0.2277
H -4.04 -2.50 -1.53 0.2292
H -1.63 -0.99 -1.32 0.4275
H -5.03 -0.41 -1.38 0.4284
H -4.69 1.99 0.38 0.2278
H -6.07 0.88 0.46 0.2427
H -5.82 1.88 -0.98 0.2454
O 0.37 -0.98 -0.96 -0.6907
C 1.24 -0.12 -1.27 0.7860
O 1.23 1.00 -0.64 -0.6077
C 2.31 -0.35 -2.30 -0.1506
N 2.05 -1.64 -3.07 -0.5078
C 3.35 -2.45 -3.06 -0.2167
C 4.41 -1.42 -2.72 -0.4292
C 3.71 -0.53 -1.69 -0.4040
H 2.30 0.48 -3.00 0.2728
H 1.77 -1.43 -4.03 0.4535
H 1.29 -2.15 -2.63 0.4556
H 3.47 -2.94 -4.03 0.2632
H 3.25 -3.21 -2.29 0.2351
H 4.70 -0.85 -3.60 0.2422
H 5.31 -1.90 -2.32 0.2809
H 4.20 0.43 -1.55 0.2700
H 3.65 -1.04 -0.73 0.2263

=====

(4)
51
Properties=species:S:1:pos:R:3:nbo_charge:R:1 method="wB97M-V/def2-TZVPD" orbital_gap_ev=6.6 e_lumo_ev=-4.0116 charge=+1
N 0.10 -3.71 0.02 -0.8344
C 0.91 -2.51 0.17 -0.2086
C 0.23 -1.30 -0.45 -0.4023
C 0.73 -1.06 -1.88 -0.4010
C 0.82 0.42 -2.23 -0.4045
C 1.50 0.73 -3.59 -0.0388
C 2.02 -0.41 -4.45 -0.4302
C 3.56 -0.49 -4.25 -0.4843
C 3.84 0.77 -3.56 0.2956
N 2.80 1.42 -3.27 -0.3916
H 0.57 -4.52 0.39 0.3690
H -0.14 -3.87 -0.95 0.3465
H 1.01 -2.32 1.24 0.2012
H 1.94 -2.62 -0.20 0.1517
H -0.83 -1.49 -0.45 0.2241
H 0.48 -0.44 0.16 0.2126
H 1.71 -1.50 -1.98 0.1848
H 0.07 -1.53 -2.60 0.2061
H -0.18 0.84 -2.26 0.2273
H 1.35 0.93 -1.43 0.2129
H 0.90 1.46 -4.10 0.2339
H 1.83 -0.13 -5.48 0.2377
H 1.55 -1.37 -4.31 0.2592
H 3.99 -0.44 -5.24 0.2720
H 3.94 -1.31 -3.66 0.2696
H 4.82 1.12 -3.30 0.2440
H 2.87 2.32 -2.80 0.4464
C -3.02 1.54 0.54 0.5305
O -2.20 1.36 1.42 -0.6501
N -3.98 0.67 0.19 -0.4215
C -4.92 0.95 -0.88 -0.4001
C -4.08 -0.59 0.91 -0.4183
H -3.03 2.47 -0.06 0.1060
H -5.94 0.95 -0.49 0.2069
H -4.84 0.19 -1.66 0.1958
H -4.72 1.93 -1.31 0.2109
H -4.24 -0.40 1.97 0.2209
H -3.15 -1.15 0.81 0.2118
H -4.90 -1.17 0.51 0.2100
C 1.60 0.72 3.92 0.5283
O 2.77 0.54 4.20 -0.6335
N 0.65 1.14 4.77 -0.4228
C -0.72 1.33 4.34 -0.4069
C 1.02 1.41 6.15 -0.4167
H 1.21 0.55 2.90 0.0903
H -1.02 2.37 4.49 0.1953
H -1.39 0.68 4.91 0.1934
H -0.82 1.09 3.29 0.2356
H 1.78 2.19 6.19 0.2142
H 1.42 0.51 6.62 0.2154
H 0.14 1.74 6.70 0.2058